C2HBrClFO | ωB97M-V/def2-TZVPD

LUMO level: 0.005 Ha
2S+1: 1
Orbital gap: 10.30 eV
Charge: 0
F_max: 4.1 eV Å⁻¹
Energy above the lowest of the compared OMol25 structures with the same formula, charge and spin: 0.7281 eV
E_HOMO: -0.3731 Eh
E_tot: -3286.06238 Eh

Structure (XYZ):
```
7
C2HBrClFO ωB97M-V/def2-TZVPD
Br -0.974 0.324 1.799
Cl 3.353 1.279 0.354
F 1.498 -0.142 2.694
O 0.937 2.406 0.317
C 1.644 1.523 0.668
C 0.914 -0.060 1.529
H 1.214 -1.002 0.806
```

C2HBrF2O | ωB97M-V/def2-TZVPD

LUMO level: -0.038 Ha
2S+1: 1
Orbital gap: 9.35 eV
Charge: 0
F_max: 7.1 eV Å⁻¹
Energy above the lowest of the compared OMol25 structures with the same formula, charge and spin: 3.4321 eV
E_HOMO: -0.3812 Eh
E_tot: -2925.65703 Eh

Structure (XYZ):
```
7
C2HBrF2O ωB97M-V/def2-TZVPD
Br 2.437 -0.113 0.335
F -1.429 1.523 -0.444
F 0.919 -1.757 -0.776
O -2.049 -0.051 0.881
C 1.305 -0.563 -1.014
C -1.195 0.582 0.333
H 0.012 0.380 0.686
```

C2HBrF2O2 | ωB97M-V/def2-TZVPD

LUMO level: -0.034 Ha
2S+1: 1
Orbital gap: 9.10 eV
Charge: 0
F_max: 4.7 eV Å⁻¹
Energy above the lowest of the compared OMol25 structures with the same formula, charge and spin: 1.5566 eV
E_HOMO: -0.3682 Eh
E_tot: -3000.96265 Eh

Structure (XYZ):
```
8
C2HBrF2O2 ωB97M-V/def2-TZVPD
Br 2.663 0.510 -0.588
F 0.202 1.307 -1.312
F 0.600 1.520 0.800
O 0.100 -0.966 0.035
O -1.942 -0.149 0.524
C -1.131 -1.006 0.358
C 0.883 0.884 -0.294
H -1.376 -2.100 0.477
```

C2HBrF2S | ωB97M-V/def2-TZVPD

LUMO level (spin up / spin down): -0.056 / -0.055 Ha
2S+1: 1
Orbital gap (spin up / spin down): 7.61 / 7.62 eV
Charge: 0
F_max: 3.5 eV Å⁻¹
Energy above the lowest of the compared OMol25 structures with the same formula, charge and spin: 1.8940 eV
E_HOMO (spin up / spin down): -0.3352 / -0.3353 Eh
E_tot: -3248.64189 Eh

Structure (XYZ):
```
7
C2HBrF2S ωB97M-V/def2-TZVPD
Br -2.000 1.113 -0.390
S 0.599 -0.985 -1.477
F -1.197 -1.111 0.923
F 1.662 -0.218 0.934
C 0.767 0.123 0.005
C -0.686 -0.023 0.318
H 0.856 1.102 -0.313
```

C2HBrF3NO | ωB97M-V/def2-TZVPD

LUMO level: 0.017 Ha
2S+1: 1
SMILES: O/N=C(/F)C(F)(F)Br
Orbital gap: 11.13 eV
Charge: 0
F_max: 4.1 eV Å⁻¹
Energy above the lowest of the compared OMol25 structures with the same formula, charge and spin: 2.7912 eV
E_HOMO: -0.3925 Eh
E_tot: -3080.30552 Eh

Structure (XYZ):
```
9
C2HBrF3NO ωB97M-V/def2-TZVPD
Br 0.366 2.668 0.542
F -1.357 0.755 -0.443
F 0.717 0.592 -1.226
F 0.885 0.086 2.045
O -0.338 -1.926 -0.678
N 0.058 -1.461 0.536
C -0.047 0.949 -0.158
C 0.309 -0.293 0.880
H -0.592 -1.369 -1.498
```

C2HBrF4O2S | ωB97M-V/def2-TZVPD

LUMO level (spin up / spin down): -0.046 / -0.038 Ha
2S+1: 1
Orbital gap (spin up / spin down): 8.18 / 8.50 eV
Charge: 0
F_max: 2.2 eV Å⁻¹
Energy above the lowest of the compared OMol25 structures with the same formula, charge and spin: 7.1990 eV
E_HOMO (spin up / spin down): -0.3463 / -0.3505 Eh
E_tot: -3598.63574 Eh

Structure (XYZ):
```
11
C2HBrF4O2S ωB97M-V/def2-TZVPD
Br -3.305 -0.193 0.781
S 0.668 2.242 -0.131
F -2.703 0.300 -1.856
F -1.442 3.472 -1.277
F 0.503 -0.481 -1.094
F -2.099 -1.672 -1.195
O 1.022 2.328 1.275
O -0.927 2.943 -0.109
C -2.315 -0.364 -0.813
C 0.113 0.433 -0.210
H 0.140 0.160 0.859
```